No. 1
The following is a quantum chemistry calculation of the molecule C4H12N2O in a non-equilibrium geometry, from the Open Molecules 2025 dataset.

CARTESIAN COORDINATES (ANGSTROEM)
N  -1.8412  2.1712  0.2404
C  -0.6490  1.9409  -0.5868
N  -0.3243  0.5070  -0.6450
C  0.9674  0.1685  -0.0402
C  1.3567  -1.2578  -0.3665
C  0.3820  -2.2903  0.2136
O  0.0280  -1.9651  1.5395
H  -2.4615  2.8212  -0.2237
H  -1.5995  2.5619  1.1410
H  -0.8473  2.2681  -1.6046
H  0.1875  2.5068  -0.1611
H  -1.0914  0.0968  -0.1225
H  1.7159  0.8626  -0.4256
H  0.9441  0.3001  1.0357
H  1.3833  -1.3501  -1.4459
H  2.3420  -1.4655  0.0481
H  -0.4841  -2.3663  -0.4522
H  0.8695  -3.2609  0.1692
H  -0.8780  -2.2490  1.6867

Forces on atoms 1 to 3 (eV/Å):
0.0 0.1 -0.4
-0.1 -0.2 0.3
0.0 0.4 0.2

As for the LUMO energy: 0.0361 hartree. The structure (SMILES) is NCNCCCO. Its total charge is 0. The HOMO energy comes out at -8.582 eV.

=====

No. 2
The following is a quantum chemistry calculation of the molecule C4H12N2O in a non-equilibrium geometry, from the Open Molecules 2025 dataset.

CARTESIAN COORDINATES (ANGSTROEM)
C  0.3978  2.5122  -0.3230
O  0.3342  1.6273  0.7446
C  0.5455  0.0472  0.3798
C  1.0992  -0.5525  1.6559
C  -0.8568  -0.2983  0.0071
N  -0.3861  -1.5734  -0.6350
N  -1.2214  -2.1115  -1.6421
H  0.7264  3.4921  0.0447
H  -0.5584  2.6418  -0.8541
H  1.1348  2.2084  -1.0964
H  1.2595  0.0810  -0.4486
H  0.3283  -0.6328  2.4204
H  1.8671  0.1141  2.0418
H  1.5371  -1.5311  1.4707
H  -1.2624  0.3609  -0.7618
H  -1.5095  -0.4698  0.8706
H  -0.1803  -2.3150  0.0289
H  -2.2066  -1.9931  -1.3957
H  -1.0484  -1.6076  -2.5078

Forces on atoms 1 to 3 (eV/Å):
0.4 0.0 -0.8
0.9 -2.1 0.5
-0.5 5.6 1.7

As for the LUMO energy: 0.0379 hartree. The structure (SMILES) is CO[C@@H](C)CNN. Its total charge is 0. The HOMO energy comes out at -8.977 eV.

=====

The ΔE to the lowest compared entry with this formula, charge and spin results, record by record, are as follows: 1.545, 3.563 eV.
The orbital gap results, record by record, are as follows: 9.5641, 10.0077 eV.